Computed, not measured: 2 unconnected molecules or ions with the total composition C8H10 at a distorted geometry, with wB97M-V/def2-TZVPD.

Positions of all 18 atoms, in Å:
1 C 1.73 1.40 -0.06
2 C 2.81 0.55 0.02
3 C 2.70 -0.83 0.00
4 C 1.40 -1.35 -0.03
5 C 0.32 -0.55 0.02
6 C 0.51 0.85 0.03
7 H 1.89 2.44 0.00
8 H 3.75 0.88 -0.02
9 H 3.56 -1.51 -0.02
10 H 1.38 -2.36 0.00
11 H -0.67 -0.95 0.17
12 H -0.25 1.62 0.05
13 C -2.83 -0.64 -0.09
14 C -3.51 0.50 -0.01
15 H -3.35 -1.57 0.15
16 H -1.98 -0.41 -0.53
17 H -4.46 0.54 0.59
18 H -3.02 1.37 -0.28

ΔE to the lowest compared entry with this formula, charge and spin: 258.5 kJ/mol
Frontier orbital gap: 0.3830 Ha
DFT total energy: -310.73722 Ha
SMILES: c1ccccc1.C=C
Highest occupied orbital energy: -9.32 eV

=====

Computed, not measured: a molecular structure, C8H10AgN4O2SSe3Te at a distorted geometry, with wB97M-V/def2-TZVPD.

Positions of all 30 atoms, in Å:
1 Ag 0.98 0.38 1.23
2 Se 2.91 -0.37 -0.25
3 Se 3.52 1.80 0.04
4 Te 1.61 3.12 -1.05
5 Se -0.28 1.55 -0.66
6 O 0.09 0.62 2.91
7 O 1.20 -0.15 3.08
8 C -2.49 -0.88 3.80
9 N -2.71 -1.18 2.40
10 C -2.72 -0.25 1.43
11 N -2.72 1.06 1.78
12 S -2.95 -0.74 -0.14
13 H -2.59 -1.80 4.36
14 H -3.24 -0.16 4.14
15 H -1.49 -0.46 3.96
16 H -2.54 -2.12 2.09
17 H -2.13 1.31 2.56
18 H -2.63 1.68 0.99
19 N -0.07 -7.09 -0.96
20 C -0.06 -5.99 -0.62
21 C -0.03 -4.65 -0.17
22 C -0.23 -3.59 -1.04
23 C -0.19 -2.30 -0.53
24 N 0.04 -2.04 0.76
25 C 0.23 -3.06 1.58
26 C 0.21 -4.38 1.18
27 H -0.42 -3.76 -2.09
28 H -0.36 -1.44 -1.16
29 H 0.42 -2.80 2.61
30 H 0.38 -5.19 1.87

ΔE to the lowest compared entry with this formula, charge and spin: 145.7 kJ/mol
Frontier orbital gap (spin up / spin down): 0.2078 / 0.2080 Ha
DFT total energy: -8697.80171 Ha
Net charge: -1
Highest occupied orbital energy (spin up / spin down): -3.91 / -3.91 eV

=====

Computed, not measured: 2 unconnected molecules or ions with the total composition C8H10BCl3O2 at a distorted geometry, with wB97M-V/def2-TZVPD.

Positions of all 24 atoms, in Å:
1 Cl -4.07 -2.04 0.03
2 B -2.58 -1.70 -1.00
3 Cl -1.55 -3.28 -1.23
4 Cl -3.02 -1.01 -2.68
5 O -1.77 -0.70 -0.26
6 C -0.69 -0.15 -0.70
7 C -0.16 0.99 -0.02
8 C 0.98 1.65 -0.56
9 C 1.52 2.75 0.10
10 C 0.94 3.22 1.29
11 C -0.21 2.60 1.80
12 C -0.76 1.50 1.16
13 H -0.23 -0.56 -1.60
14 H 1.40 1.26 -1.49
15 H 2.40 3.25 -0.31
16 H 1.38 4.07 1.81
17 H -0.68 2.97 2.71
18 H -1.65 1.01 1.55
19 C 1.71 -2.78 -0.32
20 O 1.01 -1.78 0.42
21 H 2.36 -2.24 -1.03
22 H 2.35 -3.39 0.34
23 H 1.02 -3.42 -0.89
24 H 0.30 -2.22 0.91

Frontier orbital gap: 0.2962 Ha
DFT total energy: -1866.86870 Ha
Highest occupied orbital energy: -9.83 eV

=====

Computed, not measured: 2 unconnected molecules or ions with the total composition C8H10BrF2N2 at a distorted geometry, with wB97M-V/def2-TZVPD.

Positions of all 23 atoms, in Å:
1 C 2.83 0.26 -0.24
2 C 1.72 1.17 0.61
3 F 2.55 2.01 1.55
4 C 0.77 0.24 1.57
5 C -0.46 -0.53 0.79
6 Br -1.90 -0.82 2.20
7 C 0.00 -2.06 0.33
8 N 0.21 -3.26 -0.16
9 C -1.16 0.32 -0.42
10 C -2.25 -0.63 -1.25
11 C -2.10 1.50 0.30
12 N -2.84 2.33 0.96
13 H 3.04 0.85 -1.26
14 H 2.45 -0.84 -0.43
15 H 3.86 0.28 0.36
16 H 1.13 1.92 -0.08
17 H 0.35 0.90 2.47
18 H 1.43 -0.62 2.07
19 H -0.42 0.79 -1.20
20 H -2.81 -1.39 -0.53
21 H -1.76 -1.24 -2.12
22 H -3.13 0.05 -1.70
23 F -1.53 -1.24 -3.82

Frontier orbital gap: 0.2414 Ha
DFT total energy: -3193.90033 Ha
Net charge: -1
Highest occupied orbital energy: -4.37 eV

=====

Computed, not measured: 5 unconnected molecules or ions with the total composition C8H10Cl12N3O3 at a distorted geometry, with wB97M-V/def2-TZVPD.

Positions of all 36 atoms, in Å:
1 N 4.68 -0.27 -0.49
2 C 3.91 -0.17 0.37
3 O 2.83 -0.15 1.11
4 C 1.81 -1.11 0.62
5 C 0.52 -0.36 0.14
6 C 0.60 0.23 -1.32
7 N 1.92 0.02 -1.99
8 O 1.38 -1.81 1.85
9 N 1.62 -3.18 1.78
10 O 1.58 -3.55 0.65
11 H -0.35 -1.07 0.21
12 H 0.33 0.48 0.88
13 H -0.18 -0.26 -1.95
14 H 0.45 1.34 -1.24
15 H 2.10 0.89 -2.52
16 H 1.77 -0.68 -2.71
17 C 3.80 -3.25 -3.20
18 Cl 2.22 -2.97 -3.95
19 Cl 3.85 -4.84 -2.43
20 Cl 5.09 -3.10 -4.39
21 H 3.95 -2.50 -2.43
22 C 0.30 -2.79 5.21
23 Cl -1.05 -1.65 5.30
24 Cl 0.30 -3.87 6.62
25 Cl 0.24 -3.71 3.71
26 H 1.22 -2.22 5.22
27 C -2.89 2.26 -0.80
28 Cl -2.96 3.83 -1.61
29 Cl -2.38 1.00 -1.93
30 Cl -1.80 2.33 0.58
31 H -3.88 2.02 -0.44
32 C -6.23 5.89 -0.08
33 Cl -5.07 4.74 0.58
34 Cl -5.45 6.96 -1.25
35 Cl -7.59 5.04 -0.84
36 H -6.62 6.49 0.73

Frontier orbital gap: 0.1702 Ha
DFT total energy: -6222.91744 Ha
Net charge: -1
Highest occupied orbital energy: -2.81 eV

=====

Computed, not measured: a molecular structure, C8H10Cl2F2NY at a distorted geometry, with wB97M-V/def2-TZVPD.

Positions of all 24 atoms, in Å:
1 Y -1.02 2.04 0.74
2 Cl 1.37 1.88 2.21
3 C 0.57 0.87 3.47
4 Cl -1.07 0.35 2.95
5 H 0.46 1.48 4.37
6 H 1.17 -0.03 3.60
7 F -0.88 3.92 2.42
8 C -2.09 3.84 1.71
9 F -2.76 2.83 2.42
10 H -2.64 4.78 1.74
11 C 1.11 -3.08 -2.98
12 C 0.66 -1.95 -2.13
13 C 1.44 -0.80 -1.95
14 C 0.97 0.22 -1.16
15 N -0.21 0.17 -0.51
16 C -0.97 -0.94 -0.68
17 C -0.57 -2.00 -1.46
18 H 2.08 -2.89 -3.42
19 H 0.38 -3.25 -3.78
20 H 1.16 -3.99 -2.39
21 H 2.40 -0.70 -2.44
22 H 1.58 1.11 -1.02
23 H -1.92 -0.98 -0.16
24 H -1.22 -2.86 -1.56

ΔE to the lowest compared entry with this formula, charge and spin: 19.5 kJ/mol
Frontier orbital gap: 0.2992 Ha
DFT total energy: -1523.43459 Ha
Net charge: +2
Highest occupied orbital energy: -16.52 eV